[1]
ORCA calculation (ωB97M-V/def2-TZVPD) on a structure of composition C3H5N3O at a distorted geometry.

* multiplicity: 1
* relative energy (zero: lowest compared OMol25 entry of this formula, charge and spin): 179.92 kJ/mol
* frontier orbital gap: 10.1 eV

Each line ends with the natural charge from an NBO analysis.
Positions of all 12 atoms, in Å:
1 C -2.24 0.10 0.07  -0.261
2 C 0.03 -0.41 -0.11  0.565
3 C 1.76 0.67 -0.02  0.202
4 H -2.20 0.49 1.09  0.185
5 H -2.00 0.97 -0.66  0.186
6 H -3.19 -0.34 -0.30  0.200
7 H 2.57 1.43 0.08  0.203
8 H 3.04 -0.89 0.18  0.414
9 N 0.43 0.85 -0.14  -0.531
10 N 2.11 -0.62 -0.06  -0.358
11 N 0.95 -1.39 0.00  -0.321
12 O -1.26 -0.89 -0.13  -0.484



[2]
ORCA calculation (ωB97M-V/def2-TZVPD) on a cluster of 4 separate species, C6H18IO6 in total at a distorted geometry.

* multiplicity: 1
* total charge: -1
* relative energy (zero: lowest compared OMol25 entry of this formula, charge and spin): 70.55 kJ/mol
* frontier orbital gap: 7.5 eV

Each line ends with the natural charge from an NBO analysis.
Positions of all 31 atoms, in Å:
1 I 0.77 -0.84 -1.36  -0.924
2 C 4.88 3.35 -1.10  -0.083
3 C 3.55 2.64 -1.21  -0.087
4 O 3.69 1.43 -1.92  -0.746
5 O 5.04 4.38 -2.09  -0.731
6 H 5.67 2.59 -1.16  0.175
7 H 4.95 3.83 -0.11  0.149
8 H 2.81 3.28 -1.70  0.174
9 H 3.25 2.45 -0.17  0.166
10 H 2.89 0.91 -1.74  0.505
11 H 5.97 4.47 -2.29  0.461
12 C -2.61 -4.75 0.12  -0.083
13 C -1.36 -4.53 -0.71  -0.091
14 O -0.31 -3.96 0.04  -0.760
15 O -3.38 -3.55 0.25  -0.733
16 H -2.42 -5.17 1.10  0.164
17 H -3.24 -5.44 -0.45  0.157
18 H -1.62 -3.91 -1.57  0.187
19 H -1.01 -5.52 -1.04  0.151
20 H -0.17 -3.05 -0.27  0.507
21 H -3.10 -3.09 1.04  0.470
22 C -2.97 1.70 2.15  -0.085
23 C -2.25 0.88 1.13  -0.084
24 O -0.87 0.82 1.44  -0.752
25 O -2.76 3.10 1.92  -0.716
26 H -2.57 1.42 3.13  0.164
27 H -4.04 1.47 2.16  0.152
28 H -2.40 1.21 0.10  0.179
29 H -2.66 -0.15 1.12  0.153
30 H -0.42 0.44 0.66  0.505
31 H -3.33 3.57 2.53  0.455



[3]
ORCA calculation (ωB97M-V/def2-TZVPD) on a cluster of 2 separate species, C24H37BrF4IN4O3 in total at a distorted geometry.

* multiplicity: 1
* total charge: +1
* frontier orbital gap: 5.9 eV

Each line ends with the Löwdin charge.
Positions of all 74 atoms, in Å:
1 C -1.74 5.35 -0.71  -0.144
2 C -1.96 3.71 -0.94  -0.260
3 C -2.62 3.55 -2.44  -0.223
4 C -3.19 2.02 -2.74  -0.188
5 C -2.09 1.10 -3.54  -0.189
6 C -1.86 -0.40 -2.89  -0.171
7 C -0.62 -0.27 -1.83  -0.037
8 C 0.90 -0.39 -2.43  0.088
9 N 2.17 -0.30 -1.55  -0.037
10 C 3.49 -0.48 -2.31  -0.104
11 C 4.08 0.91 -2.95  -0.298
12 C 5.65 1.29 -2.58  -0.069
13 N 3.42 1.76 -3.80  0.116
14 C 2.10 -0.08 -0.02  0.024
15 C 3.46 -0.02 0.90  -0.132
16 C 3.91 1.48 1.37  -0.304
17 C 3.25 2.71 0.51  -0.614
18 I 4.81 4.31 0.49  0.702
19 C 0.62 0.07 0.74  0.058
20 C 0.54 0.32 2.38  -0.174
21 C 0.66 -1.06 3.27  -0.654
22 C -0.74 -1.14 4.18  -0.149
23 Br 2.17 -1.01 4.62  0.631
24 C -0.77 -0.04 -0.19  0.085
25 C -2.29 0.03 0.40  -0.195
26 O -2.58 1.06 1.24  0.038
27 O -3.41 -0.88 0.09  0.041
28 C -3.16 -2.25 0.54  -0.208
29 F -4.51 -2.91 0.61  0.037
30 F -2.58 -2.36 1.90  0.031
31 C -2.27 -3.17 -0.50  -0.023
32 F -0.84 -3.28 -0.04  -0.037
33 F -2.83 -4.57 -0.42  -0.029
34 H -0.80 5.52 -0.03  0.071
35 H -1.61 5.89 -1.76  0.087
36 H -2.68 5.77 -0.13  0.087
37 H -0.90 3.22 -0.82  0.095
38 H -2.74 3.32 -0.14  0.103
39 H -1.78 3.86 -3.21  0.117
40 H -3.52 4.31 -2.54  0.125
41 H -3.53 1.50 -1.72  0.110
42 H -4.16 2.14 -3.42  0.125
43 H -2.32 1.00 -4.70  0.130
44 H -1.06 1.68 -3.46  0.111
45 H -2.83 -0.89 -2.46  0.111
46 H -1.48 -1.11 -3.77  0.131
47 H 1.02 -0.57 -3.60  0.151
48 H 3.22 -1.21 -3.22  0.152
49 H 4.32 -1.03 -1.69  0.135
50 H 5.82 2.40 -2.94  0.102
51 H 6.33 0.58 -3.25  0.105
52 H 5.87 1.15 -1.43  0.076
53 H 2.47 1.36 -3.95  0.023
54 H 4.39 -0.55 0.43  0.118
55 H 3.21 -0.62 1.90  0.094
56 H 5.09 1.56 1.21  0.080
57 H 3.74 1.67 2.53  0.123
58 H 2.34 3.19 1.10  0.065
59 H 3.04 2.48 -0.61  0.043
60 H 1.47 1.01 2.64  0.101
61 H -0.42 0.92 2.70  0.123
62 H 0.81 -2.02 2.59  0.117
63 H -0.99 -2.27 4.41  0.073
64 H -1.65 -0.66 3.62  0.077
65 H -0.58 -0.62 5.22  0.090
66 H -2.34 -2.85 -1.62  0.171
67 C -2.10 -5.61 4.29  -0.712
68 O -1.46 -5.54 5.33  0.029
69 N -2.79 -6.71 3.93  0.154
70 N -2.15 -4.60 3.40  0.150
71 H -3.32 -6.79 3.08  0.099
72 H -2.78 -7.49 4.57  0.116
73 H -1.64 -3.76 3.63  0.054
74 H -2.67 -4.64 2.54  0.080



[4]
ORCA calculation (ωB97M-V/def2-TZVPD) on a cluster of 3 separate species, C5H15NO2 in total at a distorted geometry.

* multiplicity: 2
* total charge: -1
* relative energy (zero: lowest compared OMol25 entry of this formula, charge and spin): 159.96 kJ/mol
* frontier orbital gap (spin up / spin down): 2.7 / 7.8 eV

Each line ends with the natural charge from an NBO analysis.
Positions of all 23 atoms, in Å:
1 C -0.96 1.68 -0.43  -0.694
2 C -0.23 2.04 0.90  -0.410
3 C -0.04 0.83 2.00  -0.416
4 C 0.05 -0.53 1.37  -0.408
5 C 1.26 -0.78 0.81  -0.195
6 N 1.53 -1.99 0.15  -0.959
7 H -1.02 0.56 -0.46  0.201
8 H -0.20 1.83 -1.21  0.208
9 H -1.88 2.20 -0.55  0.198
10 H 0.81 2.26 0.69  0.191
11 H -0.76 2.88 1.39  0.182
12 H 0.78 1.11 2.64  0.193
13 H -0.87 1.02 2.67  0.188
14 H -0.68 -1.29 1.49  0.198
15 H 2.01 -0.08 0.49  0.170
16 H 1.08 -2.88 0.37  0.370
17 H 2.39 -2.11 -0.40  0.244
18 H 0.78 -0.30 -2.56  0.446
19 H 1.82 -1.36 -2.55  0.399
20 O 1.29 -0.85 -3.18  -1.074
21 H -2.70 -1.24 -1.89  0.452
22 H -2.05 -1.17 -0.55  0.469
23 O -2.38 -1.83 -1.18  -0.953



[5]
ORCA calculation (ωB97M-V/def2-TZVPD) on a cluster of 2 separate species, C6H18NO in total at a distorted geometry.

* multiplicity: 1
* total charge: +1
* relative energy (zero: lowest compared OMol25 entry of this formula, charge and spin): 74.84 kJ/mol
* frontier orbital gap: 11.4 eV

Each line ends with the natural charge from an NBO analysis.
Positions of all 26 atoms, in Å:
1 C -1.00 -0.82 -2.55  -0.630
2 C -1.13 0.38 -1.65  -0.406
3 C 0.19 1.01 -1.14  -0.411
4 C 0.07 1.86 0.12  -0.442
5 C 1.21 1.61 1.12  -0.412
6 C 0.84 0.55 2.17  -0.228
7 N 0.10 -0.59 1.57  -0.681
8 H -1.03 -1.82 -2.11  0.195
9 H -1.72 -0.80 -3.36  0.238
10 H -0.10 -0.88 -3.12  0.223
11 H -1.79 0.18 -0.80  0.174
12 H -1.55 1.20 -2.24  0.230
13 H 0.91 0.18 -1.00  0.174
14 H 0.69 1.54 -1.95  0.239
15 H 0.04 2.93 -0.06  0.251
16 H -0.93 1.73 0.55  0.195
17 H 2.14 1.30 0.65  0.226
18 H 1.34 2.50 1.73  0.246
19 H 0.20 0.97 2.95  0.220
20 H 1.72 0.23 2.74  0.238
21 H -0.23 -1.32 2.21  0.452
22 H -0.62 -0.25 0.94  0.446
23 H 0.75 -1.13 1.01  0.455
24 H -0.32 -3.33 0.04  0.485
25 H -0.06 -3.95 1.38  0.492
26 O 0.30 -3.28 0.78  -0.969



[6]
ORCA calculation (ωB97M-V/def2-TZVPD) on the molecule C3H7N3O2 at a distorted geometry.

* structure (SMILES): [H]/N=C/N(C)O/C=N\O
* multiplicity: 1
* relative energy (zero: lowest compared OMol25 entry of this formula, charge and spin): 553.49 kJ/mol
* frontier orbital gap: 9.9 eV

Each line ends with the natural charge from an NBO analysis.
Positions of all 15 atoms, in Å:
1 H 0.32 2.87 -0.13  0.371
2 N 0.38 1.85 0.07  -0.710
3 C -0.64 1.19 -0.27  0.284
4 N -0.67 -0.20 -0.23  -0.162
5 C -1.84 -0.91 0.25  -0.428
6 O 0.48 -0.61 0.54  -0.411
7 C 1.51 -1.19 -0.27  0.273
8 N 2.67 -0.68 -0.31  -0.109
9 O 2.74 0.47 0.41  -0.578
10 H -1.55 1.59 -0.67  0.166
11 H -2.76 -0.53 -0.29  0.215
12 H -1.77 -2.01 0.02  0.222
13 H -1.98 -0.74 1.33  0.202
14 H 1.19 -2.07 -0.84  0.175
15 H 1.92 0.97 0.40  0.492



Number 1: E_tot -356.78885 Ha. Number 2: E_tot -988.59762 Ha. Number 3: E_tot -4651.76742 Ha. Number 4: E_tot -404.64037 Ha. Number 5: E_tot -369.14899 Ha. Number 6: E_tot -433.11196 Ha.